No. 1
Below is an isolated molecule of C4H7NO at a distorted geometry, with properties calculated with the ωB97M-V functional and the def2-TZVPD basis.

Its net charge is 0. As for the SMILES: C=CC(=O)NC. The HOMO energy comes out at -9.6444 eV. The calculation puts the frontier orbital gap at 0.38631 hartree. As for the total energy: -286.58777 a.u.

Cartesian coordinates (Å):
C: -2.61718 0.15468 -0.06213
C: -1.43252 -0.46838 0.03194
C: -0.17604 0.33880 0.01149
O: -0.11903 1.57653 0.06047
N: 0.94508 -0.44040 -0.06015
C: 2.26160 0.13618 -0.00265
H: -3.57973 -0.37279 0.01997
H: -2.61951 1.23982 -0.21175
H: -1.28315 -1.53786 0.31405
H: 0.83880 -1.44265 0.01518
H: 2.92444 -0.49012 -0.73471
H: 2.19019 1.19390 -0.44875
H: 2.66704 0.11230 1.06704

***

No. 2
Below is a structure of composition C28H47BrIN3O3PbS2Si2, with properties calculated with the ωB97M-V functional and the def2-TZVPD basis.

Its net charge is 0. The HOMO energy comes out at -7.8673 eV. The calculation puts the frontier orbital gap at 0.27541 hartree. As for the total energy: -5925.29701 a.u.

Cartesian coordinates (Å):
Pb: 0.81736 2.08848 -0.36654
Br: 4.73478 0.83161 0.39539
C: 5.29274 0.82334 -1.42244
C: 6.47505 1.46685 -1.65668
C: 6.93540 1.67844 -2.97150
C: 6.15738 1.30233 -4.02253
C: 4.93123 0.62664 -3.81025
C: 4.14345 0.24457 -4.92595
C: 2.99640 -0.46882 -4.75853
C: 2.61428 -0.88729 -3.47214
C: 3.35268 -0.55766 -2.35933
C: 4.50421 0.29764 -2.49060
H: 7.04639 1.84452 -0.81881
H: 7.88972 2.16399 -3.12761
H: 6.47281 1.49555 -5.04185
H: 4.48487 0.52637 -5.91512
H: 2.40408 -0.76551 -5.61516
H: 1.75573 -1.53436 -3.34119
N: 1.63623 3.30777 -2.99099
N: 1.07969 2.77214 -4.14458
C: -0.00751 1.98699 -4.08146
N: -0.52685 1.63970 -5.27647
S: -0.75944 1.46396 -2.67206
H: 1.24180 4.21195 -2.75707
H: 2.64060 3.35562 -3.08124
H: 1.33715 3.16366 -5.03714
H: -0.05218 1.82654 -6.14337
H: -1.27591 0.97068 -5.27252
I: -0.20106 4.72287 -0.13883
C: 2.88562 -2.57766 2.85038
Si: 2.98148 -3.25303 1.12448
C: 4.69202 -3.95219 0.83401
C: 1.64154 -4.51454 0.83033
C: 2.85310 -1.95762 -0.18047
C: 3.04381 -1.25583 -1.14395
H: 3.10318 -3.38119 3.56099
H: 1.89353 -2.18582 3.07684
H: 3.61473 -1.77852 3.00965
H: 4.88729 -4.84415 1.43945
H: 5.44088 -3.19719 1.09447
H: 4.83011 -4.21383 -0.21821
H: 1.91301 -5.48394 1.25949
H: 1.45711 -4.65247 -0.23722
H: 0.70627 -4.19031 1.29513
C: -3.70244 3.32768 1.56569
C: -4.20927 2.38992 0.47754
C: -5.73045 2.35272 0.49117
C: -3.69900 2.80148 -0.89982
O: -3.77979 1.04119 0.71359
Si: -2.63073 0.28597 1.57742
S: -0.63838 0.31361 0.80222
O: -3.06899 -1.28968 1.64120
C: -3.18000 -2.33596 0.66207
C: -1.89763 -3.15851 0.69251
C: -4.36409 -3.18409 1.10342
C: -3.42409 -1.77857 -0.73779
O: -2.72276 0.86756 3.09903
C: -1.95959 0.67012 4.29599
C: -1.43712 -0.75954 4.37727
C: -0.81142 1.67265 4.31489
C: -2.91748 0.94221 5.44724
H: -4.08308 4.33700 1.39624
H: -2.61068 3.36779 1.56447
H: -4.02940 2.97665 2.54538
H: -6.13890 3.33142 0.22544
H: -6.09127 2.07582 1.48432
H: -6.08973 1.61232 -0.22699
H: -3.75182 3.88362 -1.03475
H: -4.28214 2.31209 -1.68592
H: -2.65943 2.49269 -1.00721
H: -1.77328 -3.61673 1.67716
H: -1.03692 -2.51636 0.49767
H: -1.93167 -3.94842 -0.06248
H: -4.21301 -3.52232 2.13063
H: -4.48160 -4.05607 0.45499
H: -5.27918 -2.58821 1.06832
H: -2.56007 -1.19874 -1.07752
H: -4.29402 -1.12063 -0.73567
H: -3.59441 -2.59927 -1.43792
H: -0.73132 -0.94725 3.56616
H: -2.26368 -1.46714 4.28083
H: -0.93583 -0.92098 5.33430
H: -0.14327 1.48826 3.47226
H: -0.24300 1.58267 5.24436
H: -1.20194 2.69002 4.23584
H: -3.72653 0.20805 5.44290
H: -3.35227 1.93864 5.34027
H: -2.39310 0.88607 6.40446

***

No. 3
Below is an isolated molecule of C3H3N5 at a distorted geometry, with properties calculated with the ωB97M-V functional and the def2-TZVPD basis.

Its net charge is 0. As for the SMILES: N=c1nnccnn1. The HOMO energy comes out at -10.1524 eV. The calculation puts the frontier orbital gap at 0.33177 hartree. As for the total energy: -389.66010 a.u.

Cartesian coordinates (Å):
N: 1.23230 0.71377 1.40638
C: 0.54385 -0.11644 0.64300
N: 1.23508 -0.58636 -0.57752
N: 0.70922 0.13740 -1.53864
C: -0.42269 0.97206 -1.21977
C: -1.40303 0.41275 -0.28167
N: -1.44230 -0.82824 0.38481
N: -0.37450 -1.06088 0.98486
H: 0.92688 0.37265 2.36926
H: -0.61252 2.03747 -1.59557
H: -2.14171 1.34982 -0.24231

***

No. 4
Below is an isolated molecule of C3H6S2 at a distorted geometry, with properties calculated with the ωB97M-V functional and the def2-TZVPD basis.

Its net charge is 0. As for the SMILES: C[C@H](S)C=S. The HOMO energy comes out at -9.0322 eV. The calculation puts the frontier orbital gap at 0.30434 hartree. As for the total energy: -914.20907 a.u.

Cartesian coordinates (Å):
C: 1.45220 0.38879 1.11219
C: 0.70140 0.14296 -0.13597
S: 0.44457 1.54047 -1.23893
C: -0.71723 -0.45215 -0.09435
S: -1.29131 -1.77925 0.72837
H: 0.94498 0.97316 1.81006
H: 2.45903 0.80726 0.92579
H: 1.76482 -0.46017 1.66445
H: 1.49401 -0.31426 -0.81336
H: -0.32546 2.07381 -0.31547
H: -1.40777 0.26316 -0.39378

***

No. 5
Below is a cluster of 2 separate species, C6H18BN2O9PS in total at a distorted geometry, with properties calculated with the ωB97M-V functional and the def2-TZVPD basis.

Its net charge is 0. As for the SMILES: CN(C)B(O)OC(=O)OP(=N)(O)O.CCOS(C)(=O)=O. The HOMO energy comes out at -8.8242 eV. The calculation puts the frontier orbital gap at 0.31548 hartree. As for the total energy: -1790.61737 a.u.

Cartesian coordinates (Å):
C: 0.27677 -0.86677 -1.25419
N: 1.21459 -1.33346 -0.21372
C: 0.78011 -0.95875 1.15333
B: 1.54468 -2.74173 -0.34279
O: 0.56278 -3.72229 -0.55572
O: 2.89908 -3.21996 -0.30948
C: 3.52314 -3.04054 0.90737
O: 3.98860 -1.99963 1.13444
O: 3.63181 -4.12405 1.75634
P: 2.67244 -4.02047 3.11486
N: 2.93814 -2.81261 4.03709
O: 1.08946 -4.00528 2.68888
O: 2.95035 -5.41296 3.93305
H: 0.06531 0.20516 -1.04747
H: 0.79377 -0.89463 -2.23380
H: -0.68700 -1.41788 -1.30363
H: 0.20111 -0.01824 1.10192
H: 1.68178 -0.76268 1.76571
H: 0.17165 -1.73761 1.65859
H: 0.79593 -4.50684 -0.04067
H: 3.66917 -2.23681 3.61472
H: 0.86677 -4.69606 2.04159
H: 2.09677 -5.74163 4.26409
C: -0.58846 5.13870 -1.80553
C: -1.62186 4.77305 -0.75694
O: -2.89361 4.45591 -1.34460
S: -3.06656 3.02952 -2.05077
C: -4.82151 3.07772 -2.21752
O: -2.71658 2.00278 -1.11319
O: -2.48245 3.08196 -3.35540
H: -0.33541 4.27980 -2.42748
H: 0.32746 5.49376 -1.33054
H: -0.97076 5.91718 -2.46737
H: -1.27522 3.94731 -0.13132
H: -1.78958 5.62748 -0.10161
H: -5.27134 3.07589 -1.22751
H: -5.12428 2.19100 -2.77119
H: -5.09705 3.97366 -2.76953

***

No. 6
Below is a cluster of 8 separate species, C32H88N8O8 in total at a distorted geometry, with properties calculated with the ωB97M-V functional and the def2-TZVPD basis.

Its net charge is +1. As for the expectation value of S²: 0.75. As for the spin multiplicity: 2. The HOMO energy (spin up / spin down) comes out at -10.7233 / -10.7232 eV. The calculation puts the frontier orbital gap (spin up / spin down) at 0.32096 / 0.11975 hartree. As for the total energy: -2311.33721 a.u.

Cartesian coordinates (Å):
C: 19.19256 8.93486 -18.21533
C: 17.97437 7.93684 -18.17498
C: 17.23868 7.75473 -19.50820
O: 15.82347 7.55430 -19.25555
C: 14.98116 7.26431 -20.31219
N: 18.32344 6.63087 -17.61629
H: 18.85342 9.97058 -18.23463
H: 19.99536 8.78089 -18.93636
H: 19.61742 8.81558 -17.21865
H: 17.28224 8.43981 -17.49964
H: 17.67537 7.01602 -20.18028
H: 17.31472 8.67646 -20.08503
H: 15.11332 7.91285 -21.17823
H: 13.92696 7.31312 -20.03948
H: 15.11554 6.24672 -20.67900
H: 18.70082 5.91331 -18.21861
H: 19.01285 6.76412 -16.89030
C: 17.39191 7.34520 -14.44821
C: 17.38361 8.20447 -13.13767
C: 18.62027 7.95370 -12.35641
O: 18.45467 6.80781 -11.51793
C: 17.63112 6.81588 -10.38334
N: 17.16165 9.57395 -13.55076
H: 16.46099 7.61839 -14.94507
H: 17.54058 6.26720 -14.38570
H: 18.20709 7.59746 -15.12640
H: 16.48691 7.96763 -12.56502
H: 18.94061 8.88249 -11.88435
H: 19.46660 7.66071 -12.97768
H: 16.60033 6.63407 -10.68754
H: 17.69261 7.76165 -9.84497
H: 17.98068 5.94400 -9.83041
H: 17.72662 10.19007 -12.98393
H: 17.35089 9.86662 -14.49873
C: 12.35381 13.61029 -17.28777
C: 12.63552 13.73140 -15.82790
C: 14.11105 13.96859 -15.59095
O: 14.94148 12.94910 -16.20830
C: 16.35796 12.98504 -16.04694
N: 11.76718 14.77635 -15.36099
H: 12.84467 12.73261 -17.70829
H: 12.71366 14.44340 -17.89154
H: 11.28586 13.40607 -17.36446
H: 12.39702 12.80640 -15.30294
H: 14.30734 14.25274 -14.55711
H: 14.33072 14.90805 -16.09817
H: 16.82927 12.66553 -16.97639
H: 16.81712 12.38206 -15.26356
H: 16.76818 13.97005 -15.82429
H: 12.00224 15.68264 -15.73978
H: 10.89451 14.62683 -15.84700
C: 16.61116 3.34229 -13.03951
C: 17.14328 2.63106 -14.27797
C: 18.47153 3.27459 -14.69617
O: 18.99144 2.72948 -15.92196
C: 18.32240 3.08430 -17.01921
N: 17.30508 1.20401 -13.88580
H: 15.58942 3.03825 -12.81208
H: 16.79187 4.40339 -13.21132
H: 17.28062 3.02819 -12.23873
H: 16.43312 2.77434 -15.09237
H: 19.19580 3.16465 -13.88906
H: 18.44666 4.36114 -14.77911
H: 18.66750 2.34471 -17.74172
H: 18.56554 4.11755 -17.26695
H: 17.34697 2.63660 -17.20946
H: 17.55263 0.64854 -14.69220
H: 16.48006 0.82473 -13.44355
C: 21.76920 11.35678 -15.05517
C: 20.88062 10.66102 -14.03696
C: 19.95324 11.71060 -13.34065
O: 19.03921 11.22333 -12.31732
C: 18.08684 12.12366 -11.76414
N: 20.10609 9.68756 -14.77215
H: 20.97982 11.84406 -15.62748
H: 22.39765 10.64382 -15.58887
H: 22.31019 12.20157 -14.62883
H: 21.34774 10.13034 -13.20734
H: 19.39177 12.31137 -14.05614
H: 20.59434 12.36615 -12.75128
H: 17.40101 11.64189 -11.06726
H: 17.45101 12.55052 -12.53979
H: 18.69260 12.88256 -11.26895
H: 19.61644 9.03660 -14.17499
H: 20.74912 9.11430 -15.29939
C: 22.76848 7.35455 -14.28824
C: 22.50841 6.89058 -15.67813
C: 23.57387 7.42287 -16.75354
O: 23.55134 8.86482 -16.71085
C: 24.48337 9.53302 -17.61913
N: 22.66216 5.43593 -15.66828
H: 21.92716 6.90574 -13.76018
H: 22.63613 8.41169 -14.05793
H: 23.66634 6.99060 -13.78874
H: 21.46073 6.99308 -15.96091
H: 23.15138 7.06915 -17.69401
H: 24.52546 6.97323 -16.46999
H: 24.64941 8.98264 -18.54521
H: 25.46531 9.53877 -17.14600
H: 24.24811 10.55588 -17.91325
H: 23.55347 5.41961 -15.19352
H: 22.09082 4.98432 -14.96849
C: 22.39928 4.20176 -10.51864
C: 23.03571 4.65644 -11.82246
C: 24.07771 3.51695 -12.31744
O: 24.95442 4.05195 -13.32765
C: 25.45560 3.22110 -14.35628
N: 21.88112 4.74630 -12.71631
H: 23.11549 4.42621 -9.72823
H: 22.18038 3.13768 -10.42966
H: 21.43364 4.60520 -10.21387
H: 23.64207 5.55608 -11.71721
H: 23.54817 2.71720 -12.83521
H: 24.65363 2.96690 -11.57322
H: 24.57060 2.86627 -14.88445
H: 25.84274 2.33268 -13.85734
H: 26.09516 3.72186 -15.08313
H: 21.49728 3.82564 -12.87490
H: 21.07997 5.30996 -12.47023
C: 13.22196 9.41236 -16.35494
C: 13.55988 8.01905 -15.68395
C: 12.44326 7.67006 -14.75348
O: 12.82547 6.98458 -13.60832
C: 12.98972 5.58543 -13.81472
N: 13.66142 7.09944 -16.79278
H: 14.11286 9.65216 -16.93537
H: 13.17622 10.32090 -15.75446
H: 12.36874 9.49586 -17.02810
H: 14.50471 8.26197 -15.19775
H: 11.59478 7.24595 -15.29043
H: 12.04082 8.61394 -14.38575
H: 12.92058 5.09562 -12.84343
H: 13.99717 5.39419 -14.18426
H: 12.22828 5.18435 -14.48363
H: 13.93808 6.17502 -16.49444
H: 14.41088 7.48158 -17.35168

***

No. 7
Below is a structure of composition C4H4O2 at a distorted geometry, with properties calculated with the ωB97M-V functional and the def2-TZVPD basis.

Its net charge is 0. The HOMO energy (spin up / spin down) comes out at -7.7792 / -7.7805 eV. The calculation puts the frontier orbital gap (spin up / spin down) at 0.28244 / 0.28254 hartree. As for the total energy: -305.13474 a.u.

Cartesian coordinates (Å):
C: -2.67620 0.01547 0.06924
C: 0.47621 -0.55893 -0.75455
C: 0.22205 0.38169 0.15868
C: -0.99111 1.07855 0.36268
O: -2.05341 0.63818 -0.76971
O: -3.56614 -0.69331 0.35819
H: 1.48178 -0.92019 -0.88661
H: -0.26674 -1.01656 -1.44508
H: 1.02487 0.59158 0.88055
H: -1.56896 1.64965 0.93889

***

No. 8
Below is an isolated molecule of C17H14O5, with properties calculated with the ωB97M-V functional and the def2-TZVPD basis.

Its net charge is 0. As for the SMILES: COc1ccc(-c2coc3cc(O)cc(OC)c3c2=O)cc1. The HOMO energy comes out at -7.9821 eV. The calculation puts the frontier orbital gap at 0.31136 hartree. As for the total energy: -1032.38015 a.u.

Cartesian coordinates (Å):
C: 5.25047 1.14239 -3.98113
O: 5.02983 -0.02294 -3.22461
C: 3.87698 -0.12533 -2.50845
C: 3.73072 -1.29077 -1.75278
C: 2.60249 -1.49540 -0.99225
C: 1.58018 -0.54544 -0.95985
C: 0.37280 -0.75397 -0.15297
C: -0.17092 -1.97462 0.01060
O: -1.24148 -2.24405 0.76982
C: -1.95522 -1.21194 1.28213
C: -3.07336 -1.56775 2.02062
C: -3.86047 -0.57227 2.58033
O: -4.92453 -0.93576 3.32989
C: -3.56690 0.75756 2.31560
C: -2.46411 1.12877 1.55015
O: -2.40138 2.45217 1.30860
C: -1.75309 2.96802 0.16485
C: -1.57284 0.13137 1.08270
C: -0.21997 0.38812 0.56706
O: 0.40622 1.41429 0.78399
C: 1.73554 0.61466 -1.71012
C: 2.86534 0.82781 -2.47876
H: 4.49221 1.26531 -4.76147
H: 6.22621 1.01129 -4.44643
H: 5.26888 2.03519 -3.34798
H: 4.52693 -2.01807 -1.77559
H: 2.52114 -2.39117 -0.39524
H: 0.22649 -2.86944 -0.44788
H: -3.31761 -2.60615 2.16222
H: -5.38459 -0.15060 3.65259
H: -4.20579 1.54745 2.68307
H: -1.90410 2.31596 -0.70051
H: -0.68132 3.09447 0.33480
H: -2.21799 3.93672 -0.01908
H: 0.96159 1.36646 -1.69956
H: 2.94414 1.74115 -3.04709